{
  "formula": "C34H47F9IN8O7P3S3",
  "method": "the ωB97M-V functional and the def2-TZVPD basis",
  "homo_lumo_gap_ev": 6.012,
  "smiles": "O=P(O)(O)Pc1c(P(O)(O)=S)c(S(=O)(=O)C(F)(F)C(F)(F)C(F)(F)C(F)(F)F)c2nsnc2c1I.CCCC#N.CCCC#N.CCCC#N.CCCC#N.CCCC#N.CCCC#N",
  "energy_ev": -155185.8074,
  "elements": ["O", "P", "O", "O", "P", "C", "C", "P", "O", "O", "S", "C", "S", "O", "O", "C", "F", "F", "C", "F", "F", "C", "F", "F", "C", "F", "F", "F", "C", "N", "S", "N", "C", "C", "I", "H", "H", "H", "H", "H", "C", "C", "C", "C", "N", "H", "H", "H", "H", "H", "H", "H", "C", "C", "C", "C", "N", "H", "H", "H", "H", "H", "H", "H", "C", "C", "C", "C", "N", "H", "H", "H", "H", "H", "H", "H", "C", "C", "C", "C", "N", "H", "H", "H", "H", "H", "H", "H", "C", "C", "C", "C", "N", "H", "H", "H", "H", "H", "H", "H", "C", "C", "C", "C", "N", "H", "H", "H", "H", "H", "H", "H"],
  "xyz": [[-5.251822, 4.832927, -0.427224], [-4.640564, 3.949436, 0.774318], [-4.379083, 4.974141, 2.200651], [-5.805595, 2.698241, 1.091266], [-2.626399, 3.165391, 0.248316], [-2.677873, 2.669037, -1.636006], [-2.945010, 1.143447, -2.194285], [-3.295547, -0.280819, -0.972982], [-4.341476, -1.545009, -1.569154], [-4.121699, 0.243442, 0.513891], [-1.598919, -1.069684, -0.307403], [-2.873631, 0.943930, -3.855777], [-3.075913, -0.763572, -4.691333], [-2.963703, -0.503662, -6.246742], [-4.540171, -1.322589, -4.549719], [-1.740731, -1.923723, -4.096899], [-0.703490, -1.041146, -3.441579], [-2.151777, -2.894737, -3.052868], [-0.951878, -2.780674, -5.251363], [-0.565358, -4.086894, -4.591461], [-1.856018, -3.248385, -6.372422], [0.291746, -2.017005, -5.977550], [0.008543, -0.581752, -6.342751], [0.485364, -2.707979, -7.308694], [1.730118, -2.030987, -5.234223], [2.238493, -0.608497, -5.175889], [2.807563, -2.772080, -5.991312], [1.781991, -2.532364, -3.851324], [-2.605530, 2.312781, -4.774642], [-2.523428, 2.495418, -6.275673], [-2.262900, 4.102288, -6.910787], [-2.143293, 4.895526, -5.346617], [-2.352309, 3.877204, -4.244066], [-2.375565, 3.990305, -2.617256], [-1.979721, 6.006327, -1.764390], [-3.369085, 5.119277, 2.211611], [-5.556369, 2.303341, 1.983178], [-2.301454, 2.011682, 1.068910], [-5.269203, -1.199912, -1.772149], [-4.573861, -0.573696, 0.882801], [4.298449, -6.531420, -1.827523], [4.478954, -5.247778, -2.627535], [5.185788, -4.143201, -1.841468], [4.401375, -3.688202, -0.685056], [3.784715, -3.333150, 0.230587], [3.662755, -6.371916, -0.950590], [3.822486, -7.297372, -2.447521], [5.263543, -6.920476, -1.487651], [3.499115, -4.897871, -2.973152], [5.070410, -5.475998, -3.522630], [5.359701, -3.291938, -2.510187], [6.170934, -4.492651, -1.511769], [-2.113249, 10.876145, -5.636334], [-1.609809, 9.828469, -4.651820], [-0.756906, 8.744114, -5.310862], [-1.521550, 7.935513, -6.270601], [-2.123735, 7.301117, -7.031946], [-2.770989, 10.434040, -6.391636], [-2.684840, 11.645233, -5.107745], [-1.278869, 11.365012, -6.149268], [-2.466139, 9.375670, -4.138358], [-1.007853, 10.332025, -3.885545], [-0.359080, 8.086219, -4.529202], [0.105971, 9.200546, -5.809301], [2.423127, -3.020241, 3.410467], [2.192559, -1.782368, 4.267701], [0.751433, -1.652291, 4.761508], [-0.202885, -1.457868, 3.661012], [-0.956404, -1.309972, 2.792066], [1.823223, -2.992124, 2.495107], [3.475213, -3.083282, 3.115915], [2.169113, -3.931426, 3.961377], [2.478509, -0.890799, 3.697344], [2.859100, -1.832398, 5.137367], [0.688954, -0.794814, 5.441882], [0.475850, -2.538852, 5.344081], [-3.935420, 10.385745, 1.910163], [-2.605312, 10.859411, 1.338503], [-1.919234, 9.810786, 0.462553], [-1.529788, 8.614174, 1.221545], [-1.227505, 7.667721, 1.819526], [-3.803898, 9.522878, 2.571015], [-4.399004, 11.185127, 2.496419], [-4.628142, 10.105124, 1.110368], [-1.944319, 11.155272, 2.161621], [-2.785971, 11.757642, 0.735474], [-1.022114, 10.256974, 0.017388], [-2.577817, 9.530072, -0.367385], [2.523537, -9.706912, 2.631029], [2.704043, -8.423268, 1.831016], [3.410876, -7.318692, 2.617085], [2.626464, -6.863693, 3.773496], [2.009804, -6.508642, 4.689139], [1.887844, -9.547407, 3.507961], [2.047575, -10.472862, 2.011031], [3.488632, -10.095966, 2.970900], [1.724204, -8.073362, 1.485400], [3.295499, -8.651489, 0.935921], [3.584789, -6.467430, 1.948366], [4.396023, -7.668141, 2.946784], [3.050831, -7.088817, 10.105433], [2.236765, -6.041918, 9.356006], [2.720158, -5.816183, 7.923183], [4.078636, -5.258105, 7.871192], [5.152712, -4.822884, 7.830282], [4.095735, -6.781364, 10.215927], [2.640548, -7.236799, 11.109120], [3.027773, -8.050748, 9.583476], [2.259728, -5.099355, 9.915484], [1.190634, -6.370311, 9.326559], [2.031878, -5.123264, 7.424973], [2.680429, -6.757982, 7.363930]],
  "forces_ev_per_angstrom": [[2.768, -3.540, 4.574], [-4.365, 3.054, -2.853], [1.630, -2.605, -2.631], [2.909, 2.108, 1.752], [0.868, 0.142, -1.133], [-0.088, 0.723, -2.977], [0.099, 3.468, -4.225], [0.321, -2.669, 2.820], [0.237, 3.674, 0.601], [0.031, -1.284, -2.850], [-1.815, 1.111, -1.385], [0.537, 2.888, 3.305], [-7.292, 1.570, -6.737], [1.472, -0.883, 6.049], [5.724, 1.491, 1.356], [2.938, -1.604, 3.830], [-2.843, -2.626, -2.251], [0.905, 3.455, -3.652], [-1.727, -3.410, -1.193], [-0.542, 4.485, -2.276], [2.744, 1.881, 3.946], [0.299, 0.895, -3.878], [0.518, -5.053, 1.590], [-0.529, 2.156, 4.464], [4.709, 1.315, 1.483], [-1.774, -4.965, -0.085], [-4.128, 2.391, 2.603], [-0.583, 1.567, -4.876], [0.848, 3.197, -2.958], [-0.216, -0.200, 2.879], [-0.519, -2.855, 7.111], [-0.922, -4.276, 2.667], [-0.309, -1.678, -0.614], [-0.521, -2.912, -0.659], [-0.428, -2.149, -0.857], [-2.020, -0.104, 0.069], [-0.511, 0.416, -1.476], [-0.799, 0.294, -0.892], [1.616, -0.513, 0.132], [0.829, 1.126, -0.772], [-0.081, -0.110, 0.025], [-0.201, -0.353, -0.145], [0.027, 0.138, -0.346], [-0.456, 0.379, 0.974], [0.727, -0.502, -1.138], [0.074, 0.014, -0.067], [0.075, 0.069, 0.121], [-0.084, 0.013, -0.010], [0.188, 0.062, 0.042], [-0.057, 0.185, 0.139], [-0.045, -0.007, 0.254], [-0.183, 0.088, 0.129], [-0.122, 0.076, -0.038], [-0.257, 0.335, 0.081], [0.067, -0.079, 0.346], [-0.501, -0.653, -0.935], [0.794, 0.860, 0.907], [0.114, 0.035, 0.072], [0.078, -0.071, -0.115], [-0.096, -0.038, 0.027], [0.174, -0.056, -0.060], [0.004, -0.204, -0.086], [-0.080, -0.106, -0.248], [-0.181, -0.136, -0.096], [0.019, -0.078, -0.065], [0.412, -0.166, -0.190], [0.181, 0.236, 0.221], [-0.812, 0.035, -0.722], [0.921, -0.133, 1.194], [0.107, -0.003, 0.100], [-0.195, -0.011, -0.024], [0.007, 0.096, -0.037], [-0.121, -0.054, 0.144], [-0.201, 0.105, -0.041], [-0.191, -0.090, -0.152], [-0.098, 0.077, -0.214], [-0.080, -0.023, 0.106], [-0.301, 0.250, 0.275], [0.208, 0.301, -0.099], [0.258, -1.031, 0.452], [-0.416, 1.115, -0.711], [-0.023, 0.071, -0.116], [0.029, -0.133, -0.086], [0.051, 0.001, 0.106], [0.010, -0.068, -0.197], [0.168, -0.175, 0.008], [-0.032, -0.244, 0.067], [0.060, -0.142, 0.167], [-0.094, -0.102, 0.028], [-0.207, -0.370, -0.124], [0.035, 0.141, -0.355], [-0.442, 0.366, 0.979], [0.715, -0.484, -1.121], [0.104, -0.001, -0.078], [0.079, 0.069, 0.120], [-0.101, 0.019, -0.010], [0.188, 0.065, 0.039], [-0.042, 0.194, 0.128], [-0.046, 0.051, 0.264], [-0.189, 0.091, 0.145], [0.063, -0.014, 0.139], [-0.030, -0.115, 0.392], [-0.330, 0.117, 0.048], [1.056, 0.331, -0.193], [-1.295, -0.503, 0.094], [-0.110, -0.048, -0.058], [0.081, -0.031, -0.123], [0.024, 0.084, 0.056], [-0.025, -0.076, -0.156], [0.143, 0.139, -0.132], [0.267, -0.115, -0.097], [0.144, 0.234, -0.005]]
}

***

{
  "formula": "C3H7NO2",
  "method": "the ωB97M-V functional and the def2-TZVPD basis",
  "homo_lumo_gap_ev": 10.850,
  "smiles": "O=CNCCO",
  "energy_ev": -8809.3692,
  "elements": ["O", "C", "C", "N", "C", "O", "H", "H", "H", "H", "H", "H", "H"],
  "xyz": [[1.577975, 1.059893, 1.642461], [0.688962, 1.165635, 0.547855], [0.510003, -0.171038, -0.175741], [-0.710812, -0.283527, -0.945722], [-1.698756, -1.141511, -0.551835], [-1.711976, -1.748174, 0.500349], [2.002054, 0.190440, 1.615422], [1.056692, 1.948463, -0.134302], [-0.289446, 1.487192, 0.922388], [0.436152, -0.960594, 0.577370], [1.383746, -0.393806, -0.809794], [-0.742383, 0.083752, -1.884011], [-2.502211, -1.236724, -1.304439]],
  "forces_ev_per_angstrom": [[0.297, -0.342, -0.010], [-0.355, 0.129, -0.238], [0.322, -0.145, 0.093], [-0.028, -0.118, -0.048], [0.048, -0.035, 0.091], [0.006, 0.256, -0.418], [-0.096, 0.313, 0.080], [-0.095, -0.197, 0.061], [0.104, -0.048, 0.005], [0.075, 0.085, 0.033], [-0.254, 0.105, 0.122], [-0.078, -0.060, 0.127], [0.054, 0.057, 0.103]]
}